Entry from the Open Molecules 2025 dataset: a 12-piece molecular cluster, C51H76BN9O10 overall (the ωB97M-V functional and the def2-TZVPD basis).

DFT total energy (Eh): -3259.1227
HOMO-LUMO gap (eV): 7.827
Total charge: 0

Cartesian coordinates (Å):
C (-15.72, 8.04, -12.10)
C (-16.47, 9.37, -12.11)
C (-16.47, 10.02, -13.50)
C (-15.06, 10.48, -13.82)
N (-14.82, 10.82, -15.25)
C (-13.35, 11.04, -15.50)
C (-13.09, 10.69, -16.95)
C (-14.20, 9.71, -17.33)
C (-15.08, 9.57, -16.11)
C (-15.63, 11.98, -15.78)
C (-15.51, 13.27, -15.00)
C (-16.51, 14.31, -15.49)
H (-14.68, 8.11, -12.44)
H (-16.23, 7.38, -12.82)
H (-15.71, 7.57, -11.12)
H (-16.01, 10.08, -11.40)
H (-17.47, 9.19, -11.74)
H (-17.13, 10.89, -13.49)
H (-16.81, 9.28, -14.22)
H (-14.29, 9.73, -13.60)
H (-14.79, 11.37, -13.26)
H (-13.04, 12.06, -15.26)
H (-12.81, 10.35, -14.85)
H (-13.07, 11.52, -17.65)
H (-12.12, 10.21, -17.05)
H (-14.81, 10.13, -18.12)
H (-13.80, 8.77, -17.71)
H (-16.15, 9.58, -16.28)
H (-14.82, 8.74, -15.46)
H (-16.63, 11.57, -15.89)
H (-15.21, 12.11, -16.79)
H (-14.50, 13.66, -15.09)
H (-15.60, 13.09, -13.92)
H (-17.53, 13.95, -15.61)
H (-16.18, 14.67, -16.47)
H (-16.50, 15.19, -14.85)
O (-18.70, 9.25, -20.34)
C (-18.06, 8.38, -19.87)
O (-18.41, 7.52, -18.95)
B (-17.23, 6.74, -18.51)
O (-16.17, 7.12, -19.49)
C (-16.61, 8.04, -20.29)
O (-16.01, 8.62, -21.13)
O (-16.82, 7.19, -17.17)
C (-16.62, 6.13, -16.41)
O (-16.28, 6.16, -15.28)
C (-16.96, 4.89, -17.27)
O (-17.46, 5.30, -18.43)
O (-16.84, 3.77, -16.90)
N (-12.09, 3.81, -20.10)
C (-12.04, 4.30, -18.82)
C (-13.34, 4.65, -18.49)
C (-14.13, 4.51, -19.65)
C (-13.32, 4.02, -20.66)
H (-11.29, 3.39, -20.55)
H (-11.17, 4.17, -18.20)
H (-13.73, 4.91, -17.51)
H (-15.19, 4.59, -19.80)
H (-13.63, 3.78, -21.65)
N (-20.09, 11.47, -15.94)
C (-19.33, 10.96, -16.93)
C (-18.84, 9.75, -16.54)
C (-19.31, 9.51, -15.21)
C (-20.04, 10.64, -14.84)
H (-20.60, 12.33, -16.03)
H (-19.21, 11.44, -17.89)
H (-18.17, 9.07, -17.03)
H (-19.07, 8.61, -14.67)
H (-20.54, 10.99, -13.96)
N (-12.87, 6.44, -14.24)
C (-12.14, 6.86, -13.17)
C (-11.23, 7.79, -13.62)
C (-11.40, 7.89, -15.03)
C (-12.50, 7.13, -15.36)
H (-13.68, 5.84, -14.22)
H (-12.33, 6.50, -12.18)
H (-10.50, 8.31, -13.02)
H (-10.86, 8.53, -15.72)
H (-13.00, 6.99, -16.30)
N (-22.18, 8.74, -23.31)
C (-20.89, 8.88, -22.87)
C (-20.05, 8.30, -23.77)
C (-20.85, 7.75, -24.80)
C (-22.16, 8.02, -24.47)
H (-22.98, 9.09, -22.82)
H (-20.64, 9.43, -21.97)
H (-18.98, 8.24, -23.73)
H (-20.56, 7.22, -25.69)
H (-23.05, 7.70, -24.97)
N (-16.53, 11.50, -19.68)
C (-16.54, 12.65, -18.92)
C (-15.23, 13.00, -18.70)
C (-14.42, 11.94, -19.19)
C (-15.25, 11.09, -19.87)
H (-17.38, 11.04, -19.97)
H (-17.46, 13.10, -18.59)
H (-14.86, 13.84, -18.13)
H (-13.34, 11.94, -19.11)
H (-15.02, 10.25, -20.51)
N (-13.65, 1.60, -17.90)
C (-14.37, 1.55, -16.73)
C (-14.23, 0.27, -16.22)
C (-13.48, -0.47, -17.14)
C (-13.12, 0.35, -18.17)
H (-13.47, 2.47, -18.37)
H (-14.92, 2.42, -16.42)
H (-14.71, -0.07, -15.31)
H (-13.28, -1.53, -17.11)
H (-12.42, 0.25, -18.99)
N (-21.78, 8.93, -17.68)
C (-22.75, 9.82, -17.29)
C (-23.75, 9.79, -18.22)
C (-23.40, 8.82, -19.20)
C (-22.20, 8.27, -18.80)
H (-20.91, 8.75, -17.22)
H (-22.67, 10.30, -16.33)
H (-24.71, 10.28, -18.24)
H (-24.00, 8.59, -20.06)
H (-21.55, 7.57, -19.30)
N (-12.00, 7.25, -19.67)
C (-10.81, 7.75, -19.21)
C (-10.81, 9.10, -19.45)
C (-12.07, 9.43, -20.02)
C (-12.77, 8.26, -20.18)
H (-12.29, 6.28, -19.61)
H (-10.02, 7.15, -18.79)
H (-10.03, 9.76, -19.12)
H (-12.40, 10.44, -20.21)
H (-13.74, 8.05, -20.62)
C (-21.71, 12.48, -20.75)
C (-20.30, 12.12, -20.33)
O (-19.58, 13.26, -19.77)
H (-22.29, 12.86, -19.91)
H (-22.20, 11.51, -20.93)
H (-21.73, 13.17, -21.59)
H (-19.70, 11.82, -21.20)
H (-20.25, 11.35, -19.56)
H (-19.12, 13.70, -20.49)
C (-20.59, 4.27, -20.68)
C (-20.36, 5.53, -21.49)
O (-21.33, 5.68, -22.56)
H (-20.66, 3.40, -21.33)
H (-21.50, 4.33, -20.07)
H (-19.71, 4.13, -20.06)
H (-19.38, 5.46, -21.99)
H (-20.45, 6.42, -20.86)
H (-21.37, 6.64, -22.69)

Löwdin population analysis, charges in e, atoms 1 to 4:
1 C -0.09
2 C -0.24
3 C -0.17
4 C -0.13

Entry from the Open Molecules 2025 dataset: a 2-piece molecular cluster, C3H2O2 overall (the ωB97M-V functional and the def2-TZVPD basis).

DFT total energy (Eh): -265.8790
HOMO-LUMO gap (eV): 10.706
Total charge: 0

Cartesian coordinates (Å):
C (0.85, -0.99, -0.51)
C (-2.26, 0.13, 0.19)
C (1.73, -0.15, -0.09)
O (-2.47, -0.99, 0.37)
O (-1.96, 1.25, 0.06)
H (1.70, 0.67, -0.76)
H (2.42, 0.07, 0.76)

Löwdin population analysis, charges in e, atoms 1 to 4:
1 C 0.11
2 C -0.44
3 C -0.16
4 O 0.20

Entry from the Open Molecules 2025 dataset: C23H26FN2O8W as an isolated structure (the ωB97M-V functional and the def2-TZVPD basis).

DFT total energy (Eh): -1770.2370
HOMO-LUMO gap (spin up / spin down) (eV): 7.262 / 7.739
2S+1: 3
Total charge: +1

Cartesian coordinates (Å):
W (0.82, -1.52, 0.01)
O (5.23, -0.79, -4.25)
C (4.38, -0.94, -3.42)
C (4.49, -1.77, -2.13)
O (5.48, -2.31, -1.71)
C (3.14, -1.70, -1.57)
C (2.26, -0.98, -2.37)
O (1.02, -0.88, -1.94)
C (2.99, -0.32, -3.42)
O (2.66, 0.64, -4.11)
O (2.66, -2.11, -0.42)
O (2.51, 0.94, -0.29)
C (1.31, 1.23, -0.24)
O (0.46, 0.70, 0.56)
C (0.78, 2.28, -1.22)
N (1.93, 2.90, -1.94)
C (1.60, 4.33, -2.16)
C (0.85, 4.70, -0.88)
C (0.01, 3.46, -0.59)
H (0.16, 1.73, -1.93)
H (2.14, 2.36, -2.83)
H (2.76, 2.77, -1.35)
H (0.95, 4.39, -3.03)
H (2.50, 4.91, -2.34)
H (0.25, 5.60, -1.02)
H (1.56, 4.90, -0.08)
H (-0.98, 3.54, -1.05)
H (-0.14, 3.30, 0.48)
F (3.68, -1.79, 4.42)
C (2.81, -2.23, 3.52)
C (1.58, -1.63, 3.43)
C (0.65, -2.08, 2.48)
C (1.00, -3.18, 1.63)
C (0.11, -3.52, 0.51)
C (2.27, -3.79, 1.80)
C (3.16, -3.32, 2.72)
H (1.33, -0.84, 4.13)
H (-0.39, -1.80, 2.60)
H (-0.95, -3.55, 0.78)
H (0.41, -4.41, -0.02)
H (2.53, -4.63, 1.18)
H (4.13, -3.78, 2.86)
O (-1.30, -1.14, -0.10)
C (-2.39, -0.61, 0.22)
C (-3.64, -1.10, -0.45)
C (-4.82, -1.28, 0.52)
C (-5.60, 0.01, 0.74)
C (-4.71, 1.25, 0.89)
C (-3.50, 1.04, 1.79)
N (-2.39, 0.34, 1.14)
H (-3.38, -2.04, -0.92)
H (-3.91, -0.40, -1.24)
H (-4.44, -1.66, 1.47)
H (-5.48, -2.04, 0.12)
H (-6.23, -0.10, 1.63)
H (-6.28, 0.18, -0.10)
H (-5.31, 2.06, 1.32)
H (-4.36, 1.60, -0.09)
H (-3.80, 0.49, 2.69)
H (-3.11, 2.01, 2.10)
H (-1.46, 0.59, 1.46)

Löwdin population analysis, charges in e, atoms 1 to 4:
1 W 1.80
2 O 0.20
3 C -0.22
4 C -0.25

Entry from the Open Molecules 2025 dataset: a 6-piece molecular cluster, C2H15O5S overall (the ωB97M-V functional and the def2-TZVPD basis).

DFT total energy (Eh): -859.5274
HOMO-LUMO gap (spin up / spin down) (eV): 10.695 / 6.989
2S+1: 2
Total charge: 0

Cartesian coordinates (Å):
C (3.21, -0.41, -0.39)
C (2.13, -1.12, 0.39)
S (0.57, -1.39, -0.54)
H (2.83, 0.53, -0.80)
H (3.58, -1.03, -1.22)
H (4.07, -0.16, 0.24)
H (1.77, -0.57, 1.27)
H (2.36, -2.13, 0.74)
H (1.31, -3.78, -1.45)
H (1.59, -5.28, -1.34)
O (0.88, -4.64, -1.45)
H (-3.90, 3.28, 1.00)
H (-4.18, 4.69, 1.53)
O (-4.32, 3.76, 1.73)
H (-2.14, -0.38, 1.50)
H (-1.80, -1.19, 0.26)
O (-2.50, -0.64, 0.64)
H (0.25, 1.66, 0.09)
H (0.33, 0.91, -1.22)
O (0.37, 1.81, -0.86)
H (-2.46, 1.30, 0.02)
H (-1.58, 2.53, -0.30)
O (-2.39, 2.25, 0.16)

Löwdin population analysis, charges in e, atoms 1 to 4:
1 C -0.17
2 C -0.61
3 S 0.74
4 H 0.06

Entry from the Open Molecules 2025 dataset: C51H41BBiN10S2 as an isolated structure (the ωB97M-V functional and the def2-TZVPD basis).

DFT total energy (Eh): -3551.5770
HOMO-LUMO gap (spin up / spin down) (eV): 5.547 / 5.548
Total charge: -1

Cartesian coordinates (Å):
Bi (0.19, 0.51, 0.20)
C (5.72, 1.19, -1.43)
C (4.30, 1.63, -1.34)
C (3.83, 2.93, -1.37)
C (2.44, 2.81, -1.26)
N (2.10, 1.53, -1.19)
N (3.24, 0.80, -1.21)
B (3.31, -0.76, -1.18)
N (2.36, -1.36, -2.22)
N (1.06, -1.00, -2.28)
C (0.57, -1.55, -3.39)
C (1.56, -2.30, -4.04)
C (2.68, -2.15, -3.27)
C (4.05, -2.71, -3.48)
C (-0.75, -1.17, -3.90)
C (-1.48, -0.08, -3.17)
C (-2.62, 0.60, -3.97)
C (-2.90, 0.07, -5.33)
C (-2.32, -1.04, -5.79)
C (-1.21, -1.65, -5.06)
N (3.06, -1.42, 0.20)
N (1.84, -1.56, 0.79)
C (2.01, -2.33, 1.86)
C (3.36, -2.69, 1.97)
C (3.99, -2.10, 0.90)
C (5.44, -2.19, 0.55)
C (0.94, -2.68, 2.81)
C (1.21, -3.55, 3.86)
C (0.26, -3.83, 4.83)
C (-0.99, -3.23, 4.77)
C (-1.28, -2.37, 3.72)
C (-0.33, -2.12, 2.74)
C (1.40, 3.85, -1.18)
C (0.12, 3.59, -1.68)
C (-0.89, 4.53, -1.55)
C (-0.63, 5.75, -0.94)
C (0.64, 6.02, -0.45)
C (1.65, 5.07, -0.57)
H (6.35, 2.06, -1.58)
H (6.04, 0.69, -0.52)
H (5.88, 0.50, -2.26)
H (4.41, 3.83, -1.49)
H (4.43, -1.04, -1.47)
H (1.50, -2.85, -4.97)
H (4.06, -3.31, -4.39)
H (4.80, -1.92, -3.58)
H (4.35, -3.35, -2.65)
H (-0.76, 0.62, -2.75)
H (-2.56, 1.68, -3.96)
H (-3.66, 0.58, -5.93)
H (-2.59, -1.45, -6.75)
H (-0.66, -2.44, -5.56)
H (3.83, -3.30, 2.73)
H (5.96, -2.74, 1.33)
H (5.60, -2.71, -0.40)
H (5.90, -1.21, 0.47)
H (2.19, -4.02, 3.94)
H (0.50, -4.51, 5.64)
H (-1.73, -3.42, 5.54)
H (-2.24, -1.88, 3.66)
H (-0.61, -1.47, 1.93)
H (-0.08, 2.65, -2.17)
H (-1.88, 4.28, -1.92)
H (-1.42, 6.48, -0.83)
H (0.84, 6.96, 0.04)
H (2.63, 5.27, -0.15)
S (-1.29, 1.19, 2.34)
C (-0.12, 1.25, 3.63)
C (-0.59, 1.16, 4.95)
C (0.27, 1.20, 6.03)
C (-0.25, 1.09, 7.36)
N (-0.68, 1.02, 8.42)
C (1.65, 1.33, 5.81)
C (2.12, 1.42, 4.51)
C (1.26, 1.39, 3.41)
S (1.97, 1.54, 1.82)
C (2.58, 1.36, 6.90)
N (3.34, 1.38, 7.76)
H (-1.65, 1.04, 5.12)
H (3.19, 1.52, 4.34)
C (-5.61, 1.82, -2.76)
C (-4.31, 1.29, -2.22)
C (-3.67, 0.12, -2.90)
C (-2.51, -0.58, -2.11)
N (-2.41, -0.11, -0.71)
C (-2.42, 1.33, -0.66)
C (-3.55, 1.94, -1.31)
H (-5.93, 1.26, -3.64)
H (-5.53, 2.87, -3.06)
H (-6.42, 1.76, -2.03)
H (-4.38, -0.58, -3.33)
H (-2.58, -1.66, -2.12)
H (-2.07, 1.82, 0.23)
H (-3.86, 2.93, -0.96)
N (-6.88, -3.43, 3.23)
C (-6.12, -2.86, 2.57)
C (-5.18, -2.16, 1.75)
C (-5.08, -0.77, 1.80)
C (-4.17, -0.10, 1.01)
C (-3.36, -0.79, 0.11)
C (-3.44, -2.19, 0.09)
C (-4.34, -2.86, 0.89)
H (-5.73, -0.22, 2.47)
H (-4.10, 0.98, 1.06)
H (-2.79, -2.77, -0.55)
H (-4.38, -3.95, 0.86)

Löwdin population analysis, charges in e, atoms 1 to 4:
1 Bi 1.55
2 C -0.02
3 C -0.27
4 C 0.03

Entry from the Open Molecules 2025 dataset: a 5-piece molecular cluster, C25H28Cl12F14N5 overall (the ωB97M-V functional and the def2-TZVPD basis).

DFT total energy (Eh): -8163.4047
HOMO-LUMO gap (eV): 8.014
Total charge: +1

Cartesian coordinates (Å):
C (4.68, -0.36, 1.64)
C (4.95, -0.45, 0.14)
C (4.52, 0.74, -0.69)
F (4.90, 1.91, -0.08)
N (3.11, 0.87, -1.09)
C (2.75, 0.52, -2.46)
C (2.41, -0.95, -2.68)
C (1.25, -1.52, -1.84)
C (1.77, -2.05, -0.50)
N (0.81, -2.68, 0.36)
C (0.32, -2.09, 1.49)
C (-0.56, -2.96, 2.10)
C (-0.60, -4.12, 1.30)
C (0.24, -3.92, 0.23)
C (2.17, 1.35, -0.26)
N (2.33, 1.67, 1.03)
C (1.15, 2.11, 1.42)
N (0.23, 2.09, 0.46)
C (-1.17, 2.54, 0.43)
C (-2.09, 1.73, 1.35)
C (-3.32, 2.58, 1.64)
F (-2.88, 3.68, 2.32)
F (-3.89, 3.03, 0.51)
C (-4.41, 1.95, 2.55)
F (-3.80, 1.36, 3.58)
F (-5.16, 2.96, 3.02)
C (-5.46, 0.98, 1.91)
F (-6.32, 0.72, 2.90)
F (-6.12, 1.63, 0.95)
C (-4.99, -0.40, 1.35)
F (-3.80, -0.74, 1.86)
F (-5.87, -1.32, 1.71)
C (-4.91, -0.43, -0.21)
F (-6.14, -0.53, -0.70)
F (-4.33, 0.68, -0.68)
C (-4.09, -1.63, -0.76)
F (-4.41, -1.83, -2.02)
F (-2.79, -1.34, -0.70)
F (-4.32, -2.71, -0.07)
N (0.89, 1.61, -0.64)
H (5.30, -1.10, 2.15)
H (4.96, 0.61, 2.02)
H (3.65, -0.59, 1.88)
H (6.02, -0.52, 0.00)
H (4.55, -1.36, -0.29)
H (5.06, 0.70, -1.64)
H (3.60, 0.77, -3.09)
H (1.95, 1.17, -2.82)
H (3.28, -1.56, -2.51)
H (2.09, -1.03, -3.71)
H (0.43, -0.81, -1.71)
H (0.82, -2.35, -2.39)
H (2.20, -1.25, 0.09)
H (2.54, -2.78, -0.74)
H (0.62, -1.12, 1.84)
H (-1.09, -2.79, 3.01)
H (-1.20, -5.00, 1.49)
H (0.48, -4.57, -0.59)
H (0.91, 2.46, 2.41)
H (-1.15, 3.60, 0.64)
H (-1.55, 2.43, -0.58)
H (-1.59, 1.49, 2.28)
H (-2.32, 0.82, 0.83)
H (0.42, 1.49, -1.52)
C (6.83, 2.50, -4.25)
Cl (7.16, 1.38, -2.93)
Cl (8.23, 2.70, -5.28)
Cl (5.43, 1.94, -5.18)
H (6.58, 3.46, -3.82)
C (-7.70, -4.03, 3.38)
Cl (-8.28, -4.70, 1.86)
Cl (-9.05, -3.53, 4.40)
Cl (-6.67, -5.18, 4.23)
H (-7.11, -3.15, 3.16)
C (-0.85, 6.79, 1.98)
Cl (-0.54, 8.49, 1.71)
Cl (-1.55, 6.04, 0.54)
Cl (0.62, 5.93, 2.45)
H (-1.57, 6.69, 2.78)
C (4.35, -3.83, -4.64)
Cl (3.37, -4.48, -3.32)
Cl (3.32, -3.15, -5.90)
Cl (5.49, -2.62, -4.04)
H (4.92, -4.64, -5.06)

Löwdin population analysis, charges in e, atoms 1 to 4:
1 C -0.08
2 C -0.16
3 C -0.32
4 F 0.04